## A
Here is a cluster of 2 separate species, C7H14O2 in total from the OMol25 dataset. Energies are from ωB97M-V/def2-TZVPD.

Structure (ORCA input):
```
! RIJCOSX wB97M-V def2-TZVPD def2/J DEFGRID3
* xyz 0 1
C -0.5892 -1.7596 -0.1437
C -0.7673 -0.3407 0.2972
O -1.6579 0.0828 0.9818
C 0.9188 0.3759 0.5674
C 1.2071 -0.2255 1.9016
C 0.7100 0.5648 3.0834
O 1.7248 -1.3204 2.0073
H -1.5667 -2.2041 -0.3262
H -0.0982 -2.3222 0.6482
H 0.0224 -1.8250 -1.0372
H 1.6047 0.0093 -0.1921
H 0.8599 1.4622 0.6034
H 1.2181 1.5289 3.1353
H -0.3579 0.7545 2.9553
H 0.8891 0.0159 4.0051
C -1.0677 0.7441 -1.7849
C -0.0248 0.4974 -2.8619
H -1.9169 0.0699 -1.8682
H -1.4677 1.7562 -1.7985
H -0.3719 0.8256 -0.7502
H 0.3773 -0.5111 -2.8050
H 0.8126 1.1888 -2.7640
H -0.4588 0.6324 -3.8543
*
```

## Properties
SMILES string	CC(=O)CC(C)=O.CC
E_HOMO	-9.118	eV


## B
Here is a structure of composition C7H14O2 from the OMol25 dataset. Energies are from ωB97M-V/def2-TZVPD.

Structure (ORCA input):
```
! RIJCOSX wB97M-V def2-TZVPD def2/J DEFGRID3
* xyz 0 1
C -1.1618 -0.9003 -0.2271
C -0.2264 0.3356 -0.1833
C 1.1600 0.1846 0.3269
C -0.5234 -0.4164 -1.4749
C -0.7544 -2.2065 0.4074
C -0.9138 1.6681 0.0223
C 1.5584 1.1223 1.4449
O -2.5297 -0.6365 -0.1340
O 1.8448 -0.8035 0.0778
H -2.8173 -0.7629 0.7775
H 2.7300 0.1373 -1.7439
H 2.8233 0.7069 -2.2948
H -1.1400 0.0938 -2.1980
H 0.2875 -1.0021 -1.8804
H 0.3091 -2.3771 0.2888
H -1.0101 -2.2146 1.4667
H -1.3006 -3.0198 -0.0658
H -1.0484 1.8952 1.0791
H -1.8994 1.6445 -0.4364
H -0.3395 2.4723 -0.4353
H 1.5968 2.1454 1.0723
H 0.8356 1.1047 2.2598
H 2.5193 0.8290 1.8505
*
```

## Properties
E_HOMO	-9.524	eV


Which of them is the most stable, and which is the least stable? B and A, in that order.


## A
Here is the ion C9H15N2 with charge +1 from the OMol25 dataset. Energies are from ωB97M-V/def2-TZVPD.

Structure (ORCA input):
```
! RIJCOSX wB97M-V def2-TZVPD def2/J DEFGRID3
* xyz 1 1
C 1.1340 2.5735 -2.2527
C 0.1247 1.6790 -1.9249
C -1.2348 1.5049 -2.3915
C -1.9596 0.7146 -1.5372
C -0.9544 0.2317 -0.6431
C -0.9845 -0.8911 0.5142
C -2.3021 -0.5995 1.2616
C 0.2647 -0.8397 1.3830
C 1.6212 -1.3896 0.7462
N 2.3586 -0.2632 0.0820
N 0.1603 0.8476 -0.8227
H 2.0730 2.5479 -1.7625
H 0.9924 3.2031 -3.0587
H -1.6360 2.2474 -3.0711
H -2.9890 0.5729 -1.4315
H -1.0008 -1.9197 -0.1038
H -2.1635 -0.7114 2.2614
H -3.0911 -1.3320 0.9686
H -2.6185 0.4345 0.9668
H 0.3409 0.1426 1.8122
H -0.0200 -1.4889 2.2547
H 1.5532 -2.2819 -0.0390
H 2.1884 -1.8820 1.4659
H 3.1125 -0.7069 -0.4301
H 2.8034 0.3606 0.7190
H 1.1009 0.6174 -0.4239
*
```

## Properties
SMILES string	C=C1C=CC([C@H](C)CCN)=[NH+]1
E_HOMO	-13.934	eV


## B
Here is the ion C9H15N2 with charge +1 from the OMol25 dataset. Energies are from ωB97M-V/def2-TZVPD.

Structure (ORCA input):
```
! RIJCOSX wB97M-V def2-TZVPD def2/J DEFGRID3
* xyz 1 1
C 0.8517 -2.2306 -0.7747
C 1.4981 -1.2426 -1.8288
C 1.9543 0.0459 -1.0222
C 0.9073 1.0507 -0.7002
C 1.3226 2.3165 0.0524
N -0.2904 0.8943 -1.0822
C -1.5378 0.8101 -0.9346
C -2.3200 0.3978 0.1558
C -1.9610 0.1998 1.4529
C -2.5161 -0.3253 2.7478
N -1.1220 0.0423 2.4748
H 1.6700 -2.5095 -0.1942
H 0.0633 -1.7920 -0.1804
H 0.5377 -3.0694 -1.3423
H 0.7862 -1.0963 -2.5994
H 2.3301 -1.6826 -2.3303
H 2.3000 -0.4729 -0.0514
H 2.7001 0.6490 -1.6164
H 1.8518 3.0441 -0.5711
H 0.4052 2.7095 0.4247
H 2.1045 2.1199 0.6869
H -2.0449 1.0397 -1.8313
H -3.3822 0.4936 0.0284
H -3.1041 0.3495 3.4199
H -2.7142 -1.3523 3.0262
H -0.2902 -0.3890 2.5898
*
```

## Properties
SMILES string	CCCC(C)=[N+]=C/C=C1/CN1
E_HOMO	-13.141	eV


Which of them is the most stable, and which is the least stable? A and B, in that order.


## A
Here is a cluster of 3 separate species, C2H11NO2S2 in total from the OMol25 dataset. Energies are from ωB97M-V/def2-TZVPD.

Structure (ORCA input):
```
! RIJCOSX wB97M-V def2-TZVPD def2/J DEFGRID3
* xyz 0 1
N -2.0310 -0.2904 -1.1586
C -1.0118 -0.9913 -0.3294
C 0.3356 -0.7522 -0.9615
S 1.5987 -1.5549 0.0959
S 3.3426 -1.1597 -1.0048
H -2.1282 0.6822 -0.8881
H -2.9118 -0.7569 -0.9987
H -1.2320 -2.0387 -0.5567
H -1.0003 -0.8072 0.7350
H 0.5506 0.3132 -1.1030
H 0.5185 -1.2222 -1.9232
H 2.9517 0.0846 -1.3179
O -1.4842 1.7467 1.5687
H -0.5784 1.4198 1.6510
H -1.8706 1.2902 0.8155
O 1.4460 1.2111 2.1261
H 1.4555 0.8671 1.2207
H 2.0489 1.9586 2.0290
*
```

## Properties
SMILES string	NCCSS.O.O
E_HOMO	-8.802	eV


## B
Here is a cluster of 3 separate species, C2H11NO2S2 in total from the OMol25 dataset. Energies are from ωB97M-V/def2-TZVPD.

Structure (ORCA input):
```
! RIJCOSX wB97M-V def2-TZVPD def2/J DEFGRID3
* xyz 0 1
N -1.0364 -0.4854 1.7415
C -0.1395 0.5723 1.2466
C 1.1602 -0.0411 0.7862
S 2.3081 1.1547 0.0182
S 3.5240 -0.1185 -1.0440
H -0.8771 -1.3020 1.1758
H -1.9883 -0.1608 1.6646
H 0.0348 1.3242 2.0213
H -0.6052 1.0853 0.3956
H 0.9535 -0.8722 0.1138
H 1.7325 -0.5179 1.5789
H 3.0116 0.0575 -2.2766
O -2.6593 -2.5681 0.5660
H -3.5541 -2.2334 0.6831
H -2.7582 -3.2727 -0.0827
O 0.3372 2.3780 -3.2545
H -0.4669 2.5741 -2.7584
H 1.0233 2.4261 -2.5756
*
```

## Properties
SMILES string	NCCSS.O.O
E_HOMO	-9.070	eV


## C
Here is a cluster of 3 separate species, C2H11NO2S2 in total from the OMol25 dataset. Energies are from ωB97M-V/def2-TZVPD.

Structure (ORCA input):
```
! RIJCOSX wB97M-V def2-TZVPD def2/J DEFGRID3
* xyz 0 1
N -0.9092 -2.2061 -0.0807
C 0.3184 -1.7669 -0.7017
C 0.8901 -0.4731 -0.0503
S 0.4505 -0.0173 1.6377
S -0.0923 1.9988 1.6701
H -1.7804 -2.0959 -0.5599
H -0.8496 -2.8743 0.6582
H 1.0782 -2.5033 -0.4577
H 0.1239 -1.6781 -1.7633
H 1.9534 -0.2765 -0.1891
H 0.4522 0.3504 -0.6471
H 0.9503 2.3125 0.8650
O -2.1594 0.0722 -1.6958
H -2.9244 -0.0757 -1.1248
H -1.4809 0.1469 -1.0122
O 1.3770 0.3143 -3.2571
H 1.3578 -0.5194 -3.7280
H 1.0779 0.2536 -2.3488
*
```

## Properties
SMILES string	NCCSS.O.O
E_HOMO	-8.622	eV


Which of them is the most stable, and which is the least stable? B and C, in that order.